DFT (ωB97M-V/def2-TZVPD) results for a structure of composition C41H58N3O6V.

- HOMO energy (spin up / spin down) (eV) = -7.733 / -7.860
- E_tot (Eh) = -3156.86876
- energy above the lowest of the compared OMol25 structures with the same formula, charge and spin (kcal/mol) = 0.00
- gap between HOMO and LUMO (spin up / spin down) (eV) = 6.921 / 6.960
- LUMO level (spin up / spin down) (eV) = -0.812 / -0.900

```
! wB97M-V def2-TZVPD RIJCOSX def2/J DEFGRID3
* xyz 0 3
V 0.9523 0.5413 0.1632
C -1.9347 2.5045 0.0771
N -1.2551 1.7062 -0.9382
C -0.8924 2.5630 -2.0617
C -2.0909 0.6159 -1.4256
C -2.4397 -0.3564 -0.3178
N -1.2673 -0.7893 0.4637
C -0.8198 -2.1389 0.0642
C -0.5731 -2.3140 -1.4078
C -1.2225 -3.3243 -2.1075
C -0.9467 -3.5713 -3.4421
C 0.0441 -2.7893 -4.0381
C 0.7212 -1.7671 -3.3867
C 0.3602 -1.4998 -2.0500
O 0.9169 -0.4900 -1.3754
C 1.8730 -1.0075 -4.0584
C 2.1490 -1.5156 -5.4769
C 1.5712 0.4932 -4.1657
C 3.1530 -1.2133 -3.2319
C -1.6495 -4.6546 -4.2585
C -2.3427 -4.0127 -5.4685
C -2.7075 -5.3958 -3.4406
C -0.6180 -5.6802 -4.7508
C -1.6615 -0.8159 1.8877
C -0.6114 -1.2681 2.8584
C -0.8732 -2.3080 3.7388
C 0.0295 -2.6395 4.7347
C 1.1899 -1.8707 4.8136
C 1.5037 -0.8231 3.9533
C 0.5765 -0.5384 2.9290
O 0.7365 0.4390 2.0198
C 2.8436 -0.0867 4.0963
C 3.7959 -0.6204 3.0157
C 3.4999 -0.3353 5.4615
C 2.6891 1.4354 3.9637
C -0.1964 -3.7780 5.7279
C 0.9295 -4.8121 5.5846
C -1.5297 -4.4879 5.4915
C -0.1956 -3.2227 7.1591
H -2.9097 2.8709 -0.2800
H -1.3121 3.3612 0.3290
H -2.0871 1.9289 0.9888
H -1.7810 3.0317 -2.5112
H -0.3909 1.9732 -2.8264
H -0.2203 3.3508 -1.7251
H -1.5484 0.1071 -2.2210
H -3.0297 1.0003 -1.8586
H -2.9613 -1.2181 -0.7490
H -3.1443 0.1221 0.3640
H -1.5638 -2.8823 0.3867
H 0.0983 -2.3546 0.6214
H -1.9508 -3.9230 -1.5737
H 0.2968 -2.9968 -5.0681
H 1.2883 -1.3735 -6.1346
H 2.4227 -2.5723 -5.4826
H 2.9853 -0.9547 -5.8985
H 0.6475 0.6607 -4.7259
H 2.3832 0.9949 -4.6988
H 1.4770 0.9474 -3.1827
H 3.4069 -2.2746 -3.1852
H 3.0346 -0.8400 -2.2150
H 3.9867 -0.6841 -3.7017
H -3.0872 -3.2833 -5.1420
H -2.8475 -4.7760 -6.0660
H -1.6289 -3.4983 -6.1139
H -3.4819 -4.7167 -3.0773
H -2.2675 -5.9103 -2.5838
H -3.1901 -6.1475 -4.0683
H 0.1432 -5.2129 -5.3773
H -1.1086 -6.4586 -5.3405
H -0.1141 -6.1533 -3.9057
H -2.5473 -1.4570 2.0050
H -1.9545 0.2030 2.1530
H -1.8087 -2.8442 3.6330
H 1.8918 -2.1087 5.5995
H 3.9872 -1.6835 3.1784
H 4.7523 -0.0902 3.0571
H 3.3737 -0.4981 2.0184
H 3.8091 -1.3729 5.5924
H 2.8342 -0.0626 6.2836
H 4.3989 0.2798 5.5363
H 2.3066 1.7249 2.9901
H 3.6609 1.9131 4.1151
H 2.0021 1.8167 4.7233
H 0.9424 -5.2279 4.5750
H 0.7855 -5.6314 6.2933
H 1.9070 -4.3676 5.7775
H -1.5785 -4.9283 4.4933
H -2.3741 -3.8058 5.6113
H -1.6467 -5.2944 6.2178
H 0.7519 -2.7394 7.4020
H -0.3551 -4.0303 7.8778
H -0.9913 -2.4859 7.2863
O 1.0813 2.5583 0.0372
C 2.0850 3.2764 0.1852
C 3.4272 2.8506 0.3450
C 4.4186 3.8330 0.5096
C 5.7235 3.4640 0.6289
C 6.1045 2.1070 0.5708
C 5.1627 1.1378 0.4033
C 3.7810 1.4661 0.2985
O 2.9192 0.5321 0.1627
N 6.7451 4.4918 0.8101
O 7.8991 4.1237 0.9187
O 6.3865 5.6540 0.8401
H 1.9169 4.3608 0.1758
H 4.1517 4.8816 0.5446
H 7.1525 1.8587 0.6613
H 5.4315 0.0915 0.3572
*
```

***

DFT (ωB97M-V/def2-TZVPD) results for a structure of composition C41H59BMgN10OS5 at a distorted geometry.

- HOMO energy (eV) = -12.978
- E_tot (Eh) = -4436.15853
- energy above the lowest of the compared OMol25 structures with the same formula, charge and spin (kcal/mol) = 23.28
- gap between HOMO and LUMO (eV) = 8.007
- LUMO level (eV) = -4.971

```
! wB97M-V def2-TZVPD RIJCOSX def2/J DEFGRID3
* xyz 2 1
Mg -2.7078 -0.7598 -1.3551
C 1.3326 0.9515 -4.5348
C 1.4049 1.0887 -3.0508
C 2.2663 1.9961 -2.4554
C 2.4343 2.0273 -1.0341
N 1.8660 1.0922 -0.2973
N 1.0517 0.2322 -0.8254
B 0.6319 -0.8482 0.2452
N 1.5548 -0.9113 1.4670
N 2.7938 -1.3946 1.5546
C 3.2515 -1.4341 2.7677
C 2.4904 -1.0359 3.8570
C 1.2459 -0.4589 3.7581
C 0.3460 0.0045 4.8878
C 0.7787 -0.4967 2.4306
S -0.6627 -0.1059 1.5623
C 4.6797 -1.8360 2.9876
C 4.8043 -2.6804 4.2506
C 5.4644 -0.4952 3.1746
C 5.3032 -2.5510 1.7715
N 0.4917 -2.2848 -0.3765
N 1.6634 -2.4409 -1.0038
C 1.8716 -3.4218 -1.8059
C 1.0424 -4.5644 -1.7054
C -0.1269 -4.4312 -1.0106
C -0.9804 -5.6082 -0.8224
C -0.4997 -3.1659 -0.4699
S -2.1316 -2.8872 -0.1586
C 3.1030 -3.3211 -2.7257
C 2.9029 -4.1839 -3.9543
C 4.3180 -3.7855 -1.9857
C 3.2234 -1.8539 -3.1696
C 0.6859 0.1842 -2.1741
S -0.5886 -0.8733 -2.7679
C 3.2468 3.0632 -0.3236
C 2.7584 4.4686 -0.7472
C 4.7105 2.8501 -0.7954
C 3.2038 2.9517 1.2272
H 2.2824 1.2206 -4.9037
H 0.5086 1.6635 -4.9381
H 1.0269 -0.0135 -4.7560
H 2.7952 2.6981 -3.1263
H 2.9413 -1.0868 4.8385
H 0.8951 0.3569 5.7537
H -0.3563 -0.7283 5.2462
H -0.1563 0.8715 4.4151
H 4.8637 -2.0382 5.1321
H 5.7045 -3.2400 4.2191
H 3.9696 -3.3814 4.4079
H 5.0000 0.1985 3.8928
H 5.4211 0.0636 2.2436
H 6.5035 -0.7031 3.4134
H 4.6137 -3.3734 1.4189
H 6.3087 -2.9637 1.9516
H 5.3518 -1.8831 0.9140
H 1.2807 -5.4960 -2.2411
H -0.4030 -6.4852 -1.0779
H -1.8337 -5.5657 -1.5357
H -1.3747 -5.6893 0.2055
H 2.8473 -5.2539 -3.7089
H 3.6621 -4.0348 -4.7044
H 1.9586 -3.9228 -4.4584
H 4.1538 -4.7827 -1.6001
H 4.4409 -3.1670 -1.0970
H 5.2013 -3.7184 -2.6062
H 2.3450 -1.5874 -3.7745
H 4.0156 -1.6960 -3.8794
H 3.3027 -1.1412 -2.3275
H 2.6156 4.6392 -1.8117
H 3.4735 5.2134 -0.3505
H 1.7808 4.7261 -0.2642
H 4.8813 3.0025 -1.8529
H 5.0249 1.8006 -0.5765
H 5.3226 3.5473 -0.1918
H 2.1897 3.0520 1.5318
H 3.8172 3.7903 1.6315
H 3.6865 2.0622 1.6276
C -3.6842 0.9936 -4.1379
S -3.6303 -0.7686 -3.7022
C -5.3821 -1.0616 -3.6124
H -4.1601 1.0916 -5.1015
H -2.6803 1.3468 -4.3032
H -4.1302 1.6591 -3.3925
H -5.8728 -0.4205 -2.8950
H -5.5625 -2.0972 -3.2740
H -5.8205 -0.9240 -4.6023
C -5.2624 -1.9798 2.8060
N -4.5863 -1.5690 1.5614
C -5.1791 -1.3412 0.4103
N -6.5583 -1.1464 0.3829
O -4.5165 -1.2234 -0.6761
H -4.5103 -2.3643 3.4687
H -6.0182 -2.7574 2.6329
H -5.7334 -1.1375 3.2388
H -3.5509 -1.7567 1.5361
H -7.0628 -1.1800 1.2718
H -6.9926 -1.2746 -0.5063
S -3.0212 5.5436 0.9217
C -2.9974 3.9069 0.2925
C -3.9964 2.9547 0.4686
C -3.8096 1.6759 -0.0716
N -2.6982 1.3371 -0.7475
C -1.7319 2.2764 -0.9247
C -1.8596 3.5494 -0.4499
C -4.5007 5.5672 1.8877
C -4.4542 5.3710 3.2638
C -5.6409 5.3770 3.9774
N -6.8450 5.6129 3.4712
C -6.8707 5.8946 2.1602
C -5.7420 5.8782 1.3255
H -4.8467 3.1860 1.1087
H -4.6332 0.9815 -0.0804
H -0.8076 1.9978 -1.5017
H -1.0753 4.3104 -0.5562
H -3.5263 5.1706 3.7767
H -5.6195 5.1865 5.0616
H -7.8601 6.0706 1.7824
H -5.8563 6.0280 0.2756
*
```

***

- Among the records above, which one has the highest E_tot?
  C41H58N3O6V

***

- Which of these has the lowest E_tot?
  C41H59BMgN10OS5